No. 1
DFT (ωB97M-V/def2-TZVPD) results for a single C3H8N4 molecule at a distorted geometry.

Its total charge is 0. The SMILES is NN1C=NNCC1. The frontier orbital gap is 8.8 eV. The value obtained for the HOMO energy is -7.918 eV. The total energy is -337.9508 hartree.

Each line ends with the Löwdin charge.
Geometry (Å):
N 1.5397 -0.6063 1.6022  0.03
N 0.4128 -0.2401 0.7023  -0.24
C -0.1085 0.9508 1.1430  -0.29
N -0.7537 1.6898 0.4493  -0.02
N -1.2110 1.2862 -0.8612  -0.06
C -0.9850 -0.2076 -1.1691  -0.17
C 0.4189 -0.5601 -0.6002  -0.26
H 2.2051 -0.8202 0.7443  0.11
H 1.3099 -1.5885 2.1581  0.14
H 0.4111 1.4884 2.1242  0.17
H -2.1489 1.8291 -1.0468  0.15
H -0.9185 -0.2518 -2.2442  0.08
H -1.8292 -1.0943 -0.9854  0.15
H 0.6372 -1.6866 -0.7049  0.15
H 1.0201 -0.1887 -1.3115  0.07

Atoms 1-3, force components in eV/Å:
0.31 -3.07 -2.72
1.10 0.25 6.33
4.55 -0.19 3.78



No. 2
DFT (ωB97M-V/def2-TZVPD) results for C3H8N4 as an isolated structure at a distorted geometry.

Its total charge is 0. The frontier orbital gap (spin up / spin down) is 6.2 / 6.2 eV. The value obtained for the HOMO energy (spin up / spin down) is -5.989 / -5.986 eV. The total energy is -337.8268 hartree.

Each line ends with the Löwdin charge.
Geometry (Å):
C -0.2632 0.5273 0.0826  -0.44
C -0.1031 -0.3767 -0.9362  -0.23
N -0.9875 1.7183 0.0711  0.08
N -1.2973 -0.8483 0.3792  0.04
N 0.5474 -1.5464 -1.0809  0.00
C 1.3362 0.8442 0.0096  -0.18
N 2.2433 0.2567 0.6889  0.09
H -0.9750 2.2077 0.9585  0.09
H -1.9442 1.6115 -0.2404  0.09
H -2.2980 -0.9065 0.2113  0.05
H -1.3462 -0.7238 1.3906  0.07
H 0.1486 -2.3909 -0.6847  0.09
H 1.4940 -1.5380 -1.4367  0.09
H 1.9208 -0.6481 1.0482  0.05
H 1.5242 1.8129 -0.4610  0.10

Atoms 1-3, force components in eV/Å:
3.64 0.40 -2.55
-5.32 1.93 -1.06
-0.24 -0.01 0.06



No. 3
DFT (ωB97M-V/def2-TZVPD) results for a single C3H8N4 molecule at a distorted geometry.

Its total charge is 0. The frontier orbital gap is 8.7 eV. The value obtained for the HOMO energy is -7.749 eV. The total energy is -338.0492 hartree.

Each line ends with the Löwdin charge.
Geometry (Å):
C -1.5771 -0.1741 -0.0792  0.05
C 0.0195 1.2184 -1.8782  -0.15
C 0.3217 -0.6863 1.2303  -0.46
N 1.6466 -0.8080 1.0123  0.14
N -0.3147 0.1084 0.1246  -0.18
N 0.5426 0.7030 -0.6469  -0.09
N -0.4152 -1.1004 2.1623  0.13
H 1.9791 -0.2252 0.2467  0.08
H 2.2559 -1.1019 1.7549  0.11
H 0.0759 -1.5491 2.9275  0.06
H -2.1094 -0.6987 0.6879  0.06
H -2.1042 0.2340 -0.9185  0.05
H -0.4012 0.4242 -2.5099  0.08
H -0.7667 1.9661 -1.7106  0.08
H 0.8473 1.6894 -2.4031  0.07

Atoms 1-3, force components in eV/Å:
-0.43 0.55 0.01
-0.11 -0.04 0.43
0.41 0.55 0.49



No. 4
DFT (ωB97M-V/def2-TZVPD) results for a single C3H8N4 molecule at a distorted geometry.

Its total charge is 0. The SMILES is NC1=C(N)N(N)C1. The frontier orbital gap is 7.9 eV. The value obtained for the HOMO energy is -6.968 eV. The total energy is -338.0332 hartree.

Each line ends with the Löwdin charge.
Geometry (Å):
N 2.3572 0.2511 -0.1280  0.07
C 0.9619 0.3562 -0.0333  -0.33
C -0.0636 -0.5169 -0.1960  -0.38
N -0.2739 -1.8797 0.0320  0.10
N -1.0977 0.3977 -0.4928  -0.11
N -2.2484 0.3490 0.3025  0.00
C 0.1347 1.5627 -0.1444  0.00
H 2.6903 -0.7032 -0.1481  0.07
H 2.8545 0.7894 0.5686  0.08
H -0.8161 -2.3297 -0.6952  0.08
H 0.5770 -2.3933 0.2141  0.08
H -3.0421 0.0527 -0.2516  0.07
H -2.1450 -0.2310 1.1336  0.08
H -0.2549 2.0092 0.7659  0.09
H 0.3661 2.2857 -0.9273  0.09

Atoms 1-3, force components in eV/Å:
0.16 0.10 -0.04
-0.26 -1.11 -0.13
0.89 0.52 0.86



No. 5
DFT (ωB97M-V/def2-TZVPD) results for C3H8N4 as an isolated structure at a distorted geometry.

Its total charge is 0. The frontier orbital gap is 9.8 eV. The value obtained for the HOMO energy is -8.875 eV. The total energy is -337.9782 hartree.

Each line ends with the Löwdin charge.
Geometry (Å):
C -0.3096 -0.1472 -0.8159  -0.36
C -0.2628 1.8295 0.8043  -0.03
C 1.2898 -1.9079 -0.0841  -0.11
N -1.3910 -0.8644 -0.8549  0.11
N -2.0229 0.3297 -0.2857  -0.04
N -0.8125 1.0574 -0.3246  -0.12
N 1.1784 -0.6310 -0.9055  -0.01
H 0.7641 1.5963 0.9087  0.06
H -0.3542 2.9032 0.6138  0.08
H -0.7257 1.5191 1.7213  0.08
H 2.3439 -2.1442 -0.0845  0.06
H 0.8016 -1.6080 0.9498  0.10
H 0.5529 -2.6419 -0.4554  0.07
H -2.8041 0.7673 -0.7474  0.11
H 1.7522 -0.0578 -0.4398  0.01

Atoms 1-3, force components in eV/Å:
4.72 -1.20 0.83
-1.04 -0.18 -0.95
-2.79 2.07 1.06



No. 6
DFT (ωB97M-V/def2-TZVPD) results for a 2-piece molecular cluster, C3H8N4 overall at a distorted geometry.

Its total charge is 0. The frontier orbital gap (spin up / spin down) is 8.6 / 6.9 eV. The value obtained for the HOMO energy (spin up / spin down) is -8.493 / -7.058 eV. The total energy is -337.9136 hartree.

Each line ends with the Löwdin charge.
Geometry (Å):
C 0.7806 -1.8591 0.2219  -0.25
C -0.0609 0.8995 -1.3337  -0.12
C 0.7771 1.0358 -0.1019  -0.15
N -1.4417 0.2342 2.4638  0.02
N 1.7409 -1.2341 -0.2004  0.07
N -1.0831 0.2700 1.2048  -0.11
N 0.1829 0.6609 1.0595  -0.08
H 0.5459 -2.9657 0.2302  0.08
H -0.2029 -1.5707 0.6796  0.05
H -0.2544 -0.1041 -1.7556  0.07
H -1.0947 1.2329 -1.3317  0.06
H 0.5698 1.4731 -2.0685  0.09
H 1.8286 1.4514 -0.1755  0.14
H -2.4050 0.0393 2.5905  0.01
H 0.5860 0.6617 1.9511  0.11

Atoms 1-3, force components in eV/Å:
-1.99 -2.01 0.57
1.19 0.68 -1.62
-0.33 -2.07 0.06



No. 7
DFT (ωB97M-V/def2-TZVPD) results for a single C3H8N4 molecule at a distorted geometry.

Its total charge is 0. The SMILES is CN[C@H](N)NC#N. The frontier orbital gap is 10.1 eV. The value obtained for the HOMO energy is -9.306 eV. The total energy is -338.0711 hartree.

Each line ends with the Löwdin charge.
Geometry (Å):
C 0.2335 1.7471 0.9879  -0.18
N -0.5232 0.7721 0.2979  -0.06
C 0.2609 -0.5333 -0.1400  -0.41
N 1.3084 -0.2898 -1.0202  0.09
N -0.7173 -1.3248 -0.8183  0.04
C -1.4232 -2.2121 -0.1965  -0.36
N -2.1179 -2.9113 0.3940  0.13
H 0.9008 1.3503 1.6295  0.02
H 0.8135 2.5893 0.3881  0.11
H -0.4642 2.4195 1.5086  0.08
H -1.3219 0.4709 0.7901  0.07
H 0.7327 -1.0549 0.7016  0.16
H 2.0379 0.2233 -0.7025  0.04
H 1.0248 -0.0391 -1.9723  0.10
H -0.7447 -1.2071 -1.8477  0.17

Atoms 1-3, force components in eV/Å:
-1.18 4.06 -1.97
1.86 -2.09 -2.49
-1.20 2.37 0.99



No. 8
DFT (ωB97M-V/def2-TZVPD) results for a single C3H8N4 molecule at a distorted geometry.

Its total charge is 0. The SMILES is [H]/N=C(\C)N/N=C\N. The frontier orbital gap is 9.7 eV. The value obtained for the HOMO energy is -8.823 eV. The total energy is -338.0815 hartree.

Each line ends with the Löwdin charge.
Geometry (Å):
H 2.8341 -1.1823 1.1301  0.03
N 1.8605 -1.2441 1.3815  0.12
C 1.0983 -0.5025 0.6634  -0.48
C 1.5531 0.5664 -0.2936  -0.04
N -0.2563 -0.9712 0.4899  -0.02
N -0.9123 0.2423 0.8654  -0.04
C -1.7690 0.7014 0.0345  -0.29
N -2.0866 0.1864 -1.1706  0.10
H 2.6375 0.6903 -0.2331  0.07
H 1.0943 1.5095 -0.0093  0.07
H 1.2836 0.3278 -1.3307  0.08
H -0.4526 -1.6743 1.1972  0.11
H -2.2824 1.6072 0.3299  0.12
H -1.6805 -0.7083 -1.3998  0.08
H -2.9217 0.4513 -1.6549  0.09

Atoms 1-3, force components in eV/Å:
0.44 0.83 0.38
-1.16 -0.05 -0.65
1.38 -3.30 -0.87



No. 9
DFT (ωB97M-V/def2-TZVPD) results for a 3-piece molecular cluster, C3H8N4 overall at a distorted geometry.

Its total charge is +2. The frontier orbital gap (spin up / spin down) is 6.3 / 6.4 eV. The value obtained for the HOMO energy (spin up / spin down) is -15.457 / -15.433 eV. The total energy is -337.1283 hartree.

Each line ends with the Löwdin charge.
Geometry (Å):
C 2.0615 -10.2755 -0.7013  0.55
C -1.4958 6.4382 0.7572  -0.12
C -0.1443 6.1445 2.6689  -0.04
N -1.8642 7.0491 -0.1536  0.38
N 0.1605 -11.2588 -2.3148  0.14
N -1.1029 5.6852 1.7082  0.02
N -0.4053 -10.4423 -2.9677  0.05
H 2.1147 -10.3591 0.4011  -0.04
H 0.1125 7.0764 2.2162  0.08
H 0.7240 5.4743 2.9189  0.12
H -0.6056 6.3658 3.7516  0.15
H -2.5208 7.6881 -0.5222  0.14
H -1.4157 4.6110 1.6661  0.26
H -1.2908 -10.7746 -3.2837  0.14
H -0.2555 -9.4826 -3.2363  0.15

Atoms 1-3, force components in eV/Å:
0.08 0.31 -1.76
-0.60 -0.59 0.18
0.29 0.68 3.83